This record from the Open Molecules 2025 dataset describes one molecule with the formula C2H4N2S. The level of theory is ωB97M-V with the def2-TZVPD basis set.

```
9
Properties=species:S:1:pos:R:3
C 0.816 -2.331 -0.496
N 1.395 -1.297 0.113
N 0.615 -0.123 0.168
C -0.570 0.222 -0.244
S -1.026 1.748 0.238
H 1.389 -3.344 -0.595
H -0.216 -2.215 -0.732
H 0.855 0.701 0.945
H -1.163 -0.513 -0.955
```

Orbital gap: 8.4 eV
Electronic energy: -15951.32347 eV
Multiplicity: 1
Relative energy (zero: lowest compared OMol25 entry of this formula, charge and spin): 59.02 kcal/mol
HOMO: -0.3226 hartree
Structure (SMILES): C=NNC=S

Results of the Mulliken charge analysis, in e, for atoms 1 through 8: number 1, C, carries -0.140; number 2, N, carries -0.565; number 3, N, carries 0.119; number 4, C, carries 0.167; number 5, S, carries -0.411; number 6, H, carries 0.249; number 7, H, carries 0.129; number 8, H, carries 0.254